This record from the Open Molecules 2025 dataset describes a cluster of 2 separate species, Cl3H2N3 in total in a non-equilibrium geometry. The level of theory is the ωB97M-V functional and the def2-TZVPD basis.

Computed properties:
energy above the lowest of the compared OMol25 structures with the same formula, charge and spin	43.4	kcal/mol
frontier orbital gap (spin up / spin down)	9.82 / 6.76	eV
E_HOMO (spin up / spin down)	-10.21 / -8.50	eV
largest force on an atom	1.67	eV/A
LUMO energy (spin up / spin down)	-0.0142 / -0.0637	Ha

Geometry as ORCA input:
```
! RIJCOSX wB97M-V def2-TZVPD def2/J DEFGRID3
* xyz 0 1
N 0.29949 -0.34480 0.57572
N 1.28289 0.39340 0.02233
N 1.05633 -0.80104 -2.56124
Cl 2.77890 -0.32628 0.24015
Cl 0.98877 0.49727 -3.64354
Cl -0.52080 -1.28406 -1.96894
H 0.45601 -1.29756 0.32429
H -0.59303 -0.08608 0.07216
*
```